1.
54
Properties=species:S:1:pos:R:3:forces:R:3:nbo_charge:R:1 method="wB97M-V/def2-TZVPD" total_charge=+2 e_lumo_ev="-8.9 / -9.0" energy_ha=-3666.0885 gap_ev="6.95 / 6.92"
N -0.6252 -0.0349 -1.8630 1.188 0.532 2.008 -1.01
C -1.3627 -0.4596 -2.7276 -3.282 -0.880 -2.851 0.91
O -2.1439 -0.8030 -3.5497 2.578 0.747 2.405 -0.38
Cu 0.1144 1.8733 -1.8831 0.045 0.093 -0.460 0.96
V 0.0261 0.1905 -0.0143 -0.801 1.749 -1.259 1.21
N -1.0942 1.4827 0.7152 1.456 -0.585 -0.808 -0.58
N 1.8087 0.5852 -0.0330 -1.063 -0.702 0.172 -0.60
C -2.5662 1.4288 0.8087 -0.726 -0.049 0.174 0.09
C 2.9423 0.4297 -0.9636 0.638 0.045 -0.390 0.09
C -3.2017 2.2305 -0.3291 0.014 0.206 -0.253 -0.62
C -3.0003 2.0316 2.1451 0.186 0.113 0.330 -0.62
C -3.0458 -0.0088 0.7192 -0.030 -0.169 0.082 -0.61
C 3.8208 1.6843 -0.9537 0.058 0.248 0.122 -0.62
C 3.7855 -0.7559 -0.5009 0.026 -0.393 0.098 -0.61
C 2.4513 0.1791 -2.3812 0.150 -0.199 -0.034 -0.59
H -2.9003 3.2842 -0.3113 -0.267 -0.194 -0.001 0.22
H -4.2928 2.1877 -0.2156 0.300 0.066 -0.101 0.26
H -2.9455 1.8199 -1.3141 -0.074 -0.048 0.105 0.20
H -2.4598 1.5542 2.9707 -0.159 0.058 -0.065 0.23
H -4.0739 1.8744 2.2970 0.229 0.048 -0.074 0.25
H -2.8027 3.1098 2.1805 -0.140 -0.225 0.043 0.22
H -2.7717 -0.4731 -0.2386 -0.094 0.035 0.141 0.20
H -4.1416 -0.0132 0.7893 0.302 -0.125 -0.081 0.27
H -2.6569 -0.6138 1.5457 -0.081 0.158 -0.139 0.23
H 3.2468 2.5751 -1.2379 0.070 -0.037 0.014 0.21
H 4.6379 1.5637 -1.6804 -0.282 0.031 0.268 0.26
H 4.2695 1.8612 0.0330 -0.057 -0.037 -0.316 0.23
H 4.1670 -0.5915 0.5139 0.059 -0.117 -0.315 0.22
H 4.6402 -0.8822 -1.1775 -0.195 0.006 0.228 0.25
H 3.1907 -1.6787 -0.5041 0.201 0.171 -0.023 0.22
H 1.8165 -0.7104 -2.4527 0.139 0.153 -0.047 0.23
H 3.3336 0.0393 -3.0244 -0.432 0.086 0.097 0.27
H 1.8973 1.0512 -2.7836 0.133 -0.033 -0.063 0.15
C 2.1426 0.9959 1.3338 0.033 0.457 0.351 -0.44
H 1.2569 0.8661 1.9754 0.092 0.036 0.174 0.23
H 2.9631 0.4124 1.7798 -0.471 -0.048 -0.280 0.26
H 2.4399 2.0570 1.3738 -0.246 -0.308 -0.042 0.24
C -0.5368 2.8372 0.9105 0.200 0.375 0.149 -0.46
H -0.3848 3.1044 1.9730 -0.115 -0.237 -0.445 0.26
H 0.4272 2.9399 0.3921 -0.013 -0.052 0.275 0.18
H -1.2024 3.5878 0.4594 0.171 -0.260 0.287 0.24
C -1.6957 -3.0073 1.0275 -0.260 0.883 -0.094 -1.09
Si -0.0483 -2.2099 0.5376 0.385 -3.226 1.095 1.29
C 1.1548 -2.6052 1.9495 -0.015 0.837 -0.102 -1.10
C 0.5081 -3.2162 -0.9694 0.071 0.820 -0.421 -1.08
H -2.0685 -2.5916 1.9725 -0.027 -0.246 -0.227 0.25
H -1.5457 -4.0894 1.1620 0.229 0.335 -0.111 0.28
H -2.4509 -2.8581 0.2440 0.047 -0.140 0.286 0.25
H 1.1433 -3.6909 2.1326 -0.112 0.301 -0.151 0.28
H 2.1827 -2.2999 1.7111 -0.199 -0.130 0.143 0.24
H 0.8389 -2.0942 2.8697 0.187 -0.216 -0.084 0.25
H 0.4779 -4.2824 -0.6932 -0.044 0.375 0.120 0.28
H -0.1782 -3.0639 -1.8152 0.249 -0.156 0.123 0.24
H 1.5302 -2.9714 -1.2859 -0.251 -0.151 -0.052 0.24

***

2.
67
Properties=species:S:1:pos:R:3:forces:R:3:lowdin_spin:R:1 method="wB97M-V/def2-TZVPD" spin_multiplicity=3 total_charge=+1 e_lumo_ev="-2.5 / -4.0" energy_ha=-2822.0527 de_lowest_kj_mol=10.4 gap_ev="9.54 / 9.00"
Pd 0.4286 -0.1809 -0.1868 -2.300 0.489 -0.062 1.51
C 3.4856 -2.4247 -0.3481 1.291 0.607 0.521 0.00
F 4.3719 -3.2797 0.1419 -0.182 0.071 0.219 0.00
F 3.6682 -2.3714 -1.6582 -0.441 0.156 -0.420 0.00
F 2.2664 -2.8506 -0.0770 -0.482 -0.172 -0.036 0.00
S 3.8792 -0.7198 0.3956 0.947 -0.817 0.322 0.01
O 3.9611 -0.8575 1.8436 -1.040 0.063 -1.855 0.00
O 5.0909 -0.3520 -0.3053 -1.442 -0.344 0.395 0.01
N 2.4852 0.1565 -0.1976 3.591 -0.671 0.954 0.06
S 3.0123 1.6813 -0.2033 -0.834 2.470 -0.228 0.01
O 1.8539 2.5395 -0.1337 0.185 -0.475 -0.289 0.00
O 4.0780 1.9851 0.6997 -0.098 -0.591 -0.293 0.01
C 3.6573 1.9803 -1.9659 0.538 0.898 0.159 0.00
F 4.5249 2.9848 -1.9404 -0.053 0.037 0.401 0.00
F 4.2569 0.9620 -2.5515 -0.404 -0.499 0.035 0.00
F 2.6273 2.3850 -2.7239 -0.230 -0.323 -0.094 0.00
C 0.9875 -0.5358 -4.4702 0.178 -0.537 -1.160 0.00
C 0.7551 -0.1377 -3.0484 -1.390 1.164 0.270 0.00
C -0.3537 0.9150 -2.9349 0.207 0.260 0.169 0.00
O -0.3673 1.4518 -1.5994 0.596 -0.120 -0.314 0.05
C -1.0301 2.7289 -1.5457 -0.605 -0.818 -0.343 0.01
N 0.5084 -1.3001 -2.1652 1.309 -0.338 -0.423 0.08
H 2.0490 -0.5453 -4.7212 -0.055 0.246 -0.073 0.00
H 0.4370 0.0863 -5.1777 0.270 0.182 -0.002 0.00
H 0.6488 -1.5522 -4.6921 -0.139 -0.016 0.245 0.00
H 1.5839 0.4390 -2.6526 0.441 -0.622 0.084 0.00
H -1.3378 0.5347 -3.2343 -0.098 -0.022 0.161 0.00
H -0.0879 1.7422 -3.5962 -0.034 -0.108 -0.206 0.00
H -1.0386 3.2005 -0.5669 0.448 -0.486 0.214 0.00
H -2.0510 2.4305 -1.7985 -0.222 0.957 -0.245 0.00
H -0.5984 3.4321 -2.2570 0.010 -0.119 -0.104 0.00
H -0.1870 -1.9392 -2.5511 -0.558 0.591 0.091 0.00
H 1.3436 -1.8528 -2.3836 0.119 -0.076 0.895 0.00
C 0.8863 0.8053 4.0564 0.436 -0.704 0.885 0.00
C 0.8401 0.1471 2.6880 -0.672 0.624 -0.492 0.00
C 0.2098 -1.2208 2.6444 -0.458 0.503 1.240 0.00
O 0.2408 -1.7361 1.3216 0.250 -0.651 1.081 0.06
C -0.1922 -3.0929 1.2366 0.389 -0.066 -1.219 0.01
N -0.0044 0.9881 1.7467 0.768 -0.380 0.849 0.10
H -0.0740 1.0756 4.5008 -0.175 0.305 -0.550 0.00
H 1.5826 1.6425 4.0186 -0.328 0.270 -0.003 0.00
H 1.2997 0.1560 4.8356 0.249 -0.237 -0.326 0.00
H 1.8415 0.1599 2.2628 0.050 -0.313 0.188 0.00
H -0.8331 -1.0588 2.9532 -0.211 -0.208 -0.170 0.00
H 0.6008 -1.8771 3.4263 0.520 -0.328 -0.542 0.00
H -1.1301 -3.2623 1.7644 0.169 -0.020 0.295 0.00
H 0.6329 -3.7526 1.4992 -0.251 -0.092 0.623 0.00
H -0.3514 -3.2922 0.1743 -0.201 0.107 0.033 0.00
H 0.2159 1.9294 2.0671 0.041 0.303 -0.997 0.00
H -0.9790 0.8562 2.0143 -0.139 -0.010 0.015 0.00
C -4.0072 0.2902 -1.2049 0.148 0.377 -0.433 0.00
C -2.9950 0.4353 -0.0625 -1.860 1.105 0.597 0.00
C -3.8573 0.3625 1.2301 1.477 -1.096 -0.117 0.00
O -2.9722 0.4069 2.3450 0.346 0.078 0.158 0.00
C -3.6096 -0.0606 3.5217 -1.024 0.035 0.060 0.00
N -1.9509 -0.6108 -0.0832 -1.091 0.365 0.121 0.06
H -4.2982 -0.7381 -1.4367 0.142 -0.099 0.264 0.00
H -3.6582 0.7347 -2.1392 0.104 -0.052 0.018 0.00
H -4.9256 0.8174 -0.9436 0.012 0.027 -0.052 0.00
H -2.6219 1.4579 -0.0794 0.574 -0.213 -0.084 0.00
H -4.2927 -0.6460 1.2339 -0.578 0.177 -0.021 0.00
H -4.6073 1.1486 1.3065 -0.066 -0.009 -0.178 0.00
H -3.8965 -1.1136 3.4228 0.192 -0.048 -0.010 0.00
H -4.5447 0.4946 3.6550 0.044 0.014 0.154 0.00
H -3.0205 0.0734 4.4261 0.399 0.116 -0.321 0.00
H -1.9887 -0.9726 0.8694 0.359 -0.297 -0.110 0.00
H -2.4488 -1.2829 -0.6653 0.862 -0.621 0.058 0.00

***

3.
61
Properties=species:S:1:pos:R:3:forces:R:3:lowdin_spin:R:1 method="wB97M-V/def2-TZVPD" spin_multiplicity=3 e_lumo_ev="-1.4 / -1.4" energy_ha=-2895.9013 de_lowest_kj_mol=80.8 gap_ev="4.60 / 4.52"
O 1.8630 4.3718 1.0652 -0.996 0.448 -0.287 0.00
H 1.7218 5.3305 0.7593 1.168 -1.587 1.505 0.00
Ni 0.4467 1.1891 -0.3996 0.032 0.046 4.347 1.63
N -1.1685 2.1094 0.0095 -2.189 0.496 2.282 0.17
N 0.3747 1.2673 1.7856 -2.380 2.149 -0.326 -0.05
N 0.6303 0.7722 -2.1578 0.985 -3.512 -3.899 0.06
N 2.0677 0.0385 -0.3355 0.957 -2.064 -2.121 0.03
O -2.0169 2.1736 -0.9617 0.057 0.970 -0.975 0.13
O -0.3613 1.1382 -3.0026 -0.354 0.976 0.744 0.01
O 2.5834 -0.4184 0.8308 0.307 -0.290 -0.909 0.01
O 0.9524 0.3715 2.5210 1.358 -1.183 1.047 -0.06
C -0.6626 1.9678 2.2803 3.409 -2.155 -0.227 0.05
C -1.4316 2.5945 1.2556 0.046 0.071 -2.022 -0.08
C 1.5428 -0.1114 -2.5856 -2.014 2.501 0.488 -0.01
C 2.3074 -0.6278 -1.4886 0.328 1.116 5.067 0.00
C -2.4019 3.6858 1.5953 -0.443 -0.107 -0.537 -0.01
H -1.8896 4.6702 1.6684 -0.184 -0.537 -0.033 -0.01
H -2.9345 3.5147 2.5546 0.224 0.052 -0.716 0.00
H -3.1074 3.7278 0.7573 -0.128 0.231 0.332 0.00
C -0.9947 1.8628 3.7482 -0.486 0.202 -0.053 0.01
H -0.1443 2.1302 4.3960 -0.156 -0.279 -0.345 0.00
H -1.3642 0.8613 4.0454 0.435 0.317 -0.314 0.00
H -1.8054 2.5527 3.9781 0.030 0.058 0.103 0.00
C 1.7625 -0.5282 -3.9920 -0.299 -0.032 -0.150 0.00
C 3.1441 -1.8557 -1.4842 0.396 -0.617 -0.514 0.00
H 1.4339 0.3031 -4.6188 0.085 -0.208 -0.185 0.00
H 1.1148 -1.3972 -4.2089 0.420 0.231 -0.134 0.00
H 2.8314 -0.7585 -4.1828 -0.744 0.026 0.109 0.00
H 3.3121 -2.3053 -0.4783 -0.253 0.757 -0.695 0.00
H 4.1129 -1.6304 -1.9542 -0.038 -0.161 0.252 0.00
H 2.6854 -2.6209 -2.1254 0.029 0.119 0.107 0.00
H -1.0272 1.5335 -2.2938 0.179 0.133 -1.128 0.00
H 1.8958 -0.1057 1.6005 -0.184 0.304 0.383 0.00
C 3.1773 3.4494 2.1063 -2.639 -0.735 -0.731 0.00
H 2.7951 3.8243 3.0673 1.262 0.898 -0.625 0.00
H 3.7216 3.7589 1.2355 1.567 0.590 1.071 0.00
H 3.0904 2.3209 2.2052 -0.781 1.189 -0.987 0.00
O 1.3386 2.9198 -0.8332 2.919 0.063 -0.115 0.07
H 1.5511 3.8250 0.1212 0.140 -1.933 -0.484 0.00
H 2.2435 2.4972 -1.0845 -2.194 1.502 0.587 0.00
C -0.4886 -3.3881 1.8865 0.007 0.363 -0.161 0.00
N -1.1535 -3.3755 0.5864 0.020 0.038 0.397 0.00
C -0.7868 -4.5205 -0.2477 -0.099 0.218 0.058 0.00
C -1.3004 -2.1455 -0.0797 0.381 0.207 -0.104 0.00
N -0.7207 -1.0235 0.1985 -0.121 -0.127 0.393 0.03
N -2.1285 -2.2156 -1.1791 -0.204 -0.584 0.141 0.00
C -3.2912 -3.1036 -1.1845 -0.075 0.031 -0.003 0.00
C -2.3369 -0.9877 -1.8990 0.102 0.470 -0.088 0.00
H -0.6344 -4.3842 2.3280 0.059 0.330 -0.083 0.00
H -0.9471 -2.6332 2.5490 0.294 -0.312 -0.284 0.00
H 0.6009 -3.1898 1.8014 -0.380 -0.034 0.120 0.00
H -0.9863 -5.4379 0.3261 0.079 0.203 -0.288 0.00
H -1.4029 -4.5019 -1.1543 0.540 -0.293 0.239 0.00
H 0.2846 -4.4862 -0.5179 -0.240 -0.093 0.001 0.00
H -0.1571 -1.0195 1.0503 -0.010 -0.485 -0.206 0.00
H -4.2117 -2.5592 -0.8878 0.399 -0.203 -0.052 0.00
H -3.4420 -3.4824 -2.2126 0.022 0.056 0.458 0.00
H -3.1271 -3.9405 -0.4936 -0.355 0.401 -0.309 0.00
H -2.8299 -0.2326 -1.2696 0.102 -0.019 -0.180 0.00
H -1.3776 -0.5818 -2.2257 -0.417 -0.198 0.063 0.00
H -2.9537 -1.1935 -2.7737 0.029 -0.012 -0.023 0.00